(1)
Entry from the OMol25 dataset: a cluster of 10 separate species, C52H119Br3N8O2 in total in a non-equilibrium geometry (wB97M-V/def2-TZVPD).

Structure (XYZ):
```
184
Properties=species:S:1:pos:R:3:mulliken_charge:R:1
C -4.07 0.54 -2.95 -1.087
C -3.77 0.70 -1.43 -0.442
N -3.31 -0.54 -0.79 0.183
C -3.74 -1.05 0.41 -0.344
C -2.98 -2.13 0.76 -0.350
N -1.94 -2.18 -0.15 0.085
C -2.16 -1.23 -1.12 -0.234
C -0.90 -3.27 -0.22 -0.804
H -3.17 0.09 -3.38 0.334
H -4.43 1.45 -3.44 0.354
H -4.79 -0.26 -3.07 0.340
H -4.55 1.19 -0.85 0.388
H -2.92 1.38 -1.31 0.329
H -4.51 -0.45 0.87 0.423
H -3.12 -2.86 1.54 0.453
H -1.65 -1.12 -2.07 0.358
H 0.10 -2.84 -0.19 0.288
H -0.93 -3.69 -1.23 0.398
H -1.20 -4.08 0.45 0.321
C -4.62 -0.67 -10.95 -1.263
C -3.52 -0.14 -11.89 -0.740
C -2.24 0.32 -11.30 0.113
C -1.22 0.62 -12.37 -1.214
N 0.15 1.21 -11.84 0.322
C -0.07 2.63 -11.24 -0.745
C -0.22 3.57 -12.47 -0.526
C 0.41 2.85 -13.71 -0.630
C 0.97 1.57 -13.06 -0.613
C 0.94 0.26 -10.81 -0.817
H -4.29 -1.58 -10.45 0.351
H -5.59 -0.77 -11.44 0.359
H -4.64 0.16 -10.24 0.307
H -3.92 0.64 -12.54 0.401
H -3.28 -0.91 -12.62 0.395
H -1.86 -0.53 -10.75 0.298
H -2.37 1.20 -10.66 0.185
H -1.68 1.25 -13.13 0.416
H -0.92 -0.32 -12.84 0.391
H 0.88 2.89 -10.77 0.502
H -0.91 2.67 -10.55 0.368
H 0.36 4.46 -12.25 0.380
H -1.23 3.91 -12.70 0.283
H 1.15 3.48 -14.19 0.343
H -0.28 2.52 -14.49 0.341
H 2.02 1.57 -12.78 0.438
H 0.82 0.79 -13.82 0.343
H 2.01 0.36 -10.96 0.304
H 0.47 -0.72 -10.96 0.357
H 0.81 0.44 -9.75 0.350
C -10.43 -2.11 7.49 -1.330
C -10.83 -1.70 8.90 -0.531
C -10.04 -2.53 9.95 -0.831
C -10.41 -2.28 11.43 -0.899
N -9.24 -2.39 12.38 0.343
C -8.21 -1.34 12.16 -0.572
C -8.32 -0.31 13.32 -0.654
C -8.82 -1.22 14.44 -0.548
C -9.84 -2.16 13.80 -0.551
C -8.67 -3.78 12.39 -1.152
H -10.89 -1.50 6.71 0.392
H -10.48 -3.18 7.33 0.362
H -9.39 -1.83 7.35 0.323
H -11.90 -1.83 9.05 0.351
H -10.70 -0.63 9.09 0.374
H -8.97 -2.40 9.82 0.474
H -10.20 -3.58 9.71 0.449
H -11.26 -2.91 11.71 0.523
H -10.65 -1.22 11.51 0.437
H -7.27 -1.88 12.24 0.296
H -8.33 -0.98 11.13 0.419
H -7.49 0.28 13.70 0.367
H -9.09 0.40 13.02 0.337
H -7.99 -1.78 14.87 0.316
H -9.22 -0.58 15.23 0.380
H -9.93 -3.11 14.32 0.306
H -10.83 -1.71 13.83 0.359
H -8.26 -4.01 11.40 0.408
H -9.46 -4.50 12.57 0.416
H -7.86 -3.86 13.12 0.436
C 7.14 -10.32 0.92 -1.093
C 8.15 -9.24 0.66 -0.731
C 9.50 -9.79 0.21 -0.474
C 10.17 -10.63 1.31 -0.893
N 11.22 -11.62 0.66 0.087
C 11.89 -12.52 1.82 -0.552
C 11.44 -13.99 1.62 -0.498
C 11.42 -13.97 0.11 -0.648
C 10.64 -12.73 -0.22 -0.631
C 12.39 -10.79 0.04 -0.946
H 6.26 -9.86 1.37 0.380
H 7.46 -11.13 1.57 0.317
H 6.75 -10.55 -0.07 0.301
H 8.40 -8.73 1.59 0.335
H 7.78 -8.45 0.01 0.395
H 10.18 -9.00 -0.12 0.395
H 9.36 -10.36 -0.70 0.384
H 9.49 -11.24 1.91 0.457
H 10.73 -9.94 1.94 0.433
H 12.96 -12.45 1.66 0.344
H 11.64 -12.06 2.78 0.333
H 12.21 -14.63 2.05 0.346
H 10.47 -14.15 2.09 0.327
H 12.42 -13.83 -0.31 0.298
H 11.08 -14.85 -0.43 0.407
H 10.68 -12.31 -1.22 0.362
H 9.59 -12.78 0.07 0.407
H 12.62 -9.92 0.65 0.267
H 11.94 -10.48 -0.90 0.404
H 13.20 -11.52 -0.09 0.487
C -5.19 8.96 -7.85 -1.209
C -3.64 9.24 -8.21 -0.688
C -3.12 10.55 -7.46 -0.202
C -1.68 10.81 -7.75 -1.083
N -1.07 12.03 -7.05 0.240
C 0.49 12.22 -7.26 -0.657
C 1.09 12.84 -5.97 -0.530
C 0.17 12.40 -4.83 -0.656
C -1.16 11.92 -5.44 -0.538
C -1.69 13.36 -7.50 -0.954
H -5.81 9.80 -8.13 0.344
H -5.37 8.81 -6.79 0.337
H -5.61 8.23 -8.55 0.371
H -3.53 9.32 -9.29 0.387
H -2.96 8.40 -8.12 0.400
H -3.18 10.36 -6.39 0.329
H -3.79 11.34 -7.76 0.366
H -1.45 11.14 -8.76 0.455
H -1.09 9.90 -7.60 0.328
H 0.72 12.67 -8.22 0.411
H 0.86 11.20 -7.35 0.396
H 1.08 13.93 -5.91 0.328
H 2.07 12.41 -5.75 0.325
H 0.03 13.21 -4.12 0.302
H 0.65 11.63 -4.23 0.345
H -2.04 12.41 -5.03 0.397
H -1.35 10.88 -5.21 0.342
H -1.07 14.19 -7.16 0.410
H -2.72 13.50 -7.17 0.328
H -1.69 13.41 -8.59 0.376
C -0.14 0.20 9.48 -0.714
N -1.51 0.67 8.90 -0.130
C -2.33 -0.66 8.57 -0.916
C -2.27 1.45 10.01 -0.883
C -1.16 1.48 7.59 -0.542
C -2.28 2.35 6.95 -0.632
O -3.54 1.74 7.05 -0.496
H 0.10 0.98 10.20 0.393
H 0.65 0.22 8.73 0.319
H -0.35 -0.74 10.00 0.328
H -3.29 -0.38 8.12 0.331
H -2.43 -1.20 9.51 0.446
H -1.79 -1.27 7.84 0.386
H -3.30 1.58 9.68 0.328
H -1.71 2.39 10.05 0.403
H -2.19 0.93 10.97 0.400
H -0.73 0.74 6.91 0.406
H -0.40 2.16 7.97 0.476
H -2.11 2.55 5.89 0.428
H -2.33 3.33 7.41 0.328
H -4.18 1.97 6.37 0.336
C 8.57 0.30 2.43 -0.877
N 8.49 1.79 2.05 -0.217
C 9.37 2.53 3.09 -0.860
C 9.03 1.98 0.62 -0.814
C 7.05 2.45 2.12 -0.422
C 5.95 1.62 1.46 -0.494
O 4.75 2.37 1.21 -0.515
H 8.02 -0.34 1.73 0.387
H 8.04 0.08 3.36 0.375
H 9.63 0.06 2.45 0.414
H 10.39 2.20 2.89 0.409
H 9.04 2.29 4.10 0.379
H 9.19 3.59 2.89 0.384
H 8.30 1.59 -0.09 0.357
H 9.97 1.45 0.46 0.386
H 9.16 3.03 0.38 0.385
H 7.19 3.47 1.78 0.429
H 6.93 2.65 3.18 0.370
H 5.61 0.83 2.13 0.328
H 6.26 1.22 0.50 0.286
H 4.92 2.92 0.44 0.311
Br 0.21 -5.12 -6.14 -0.993
Br -5.74 -7.57 6.19 -0.998
Br -9.30 4.12 2.76 -0.997
```

Values from the calculation:
- total charge = +4
- Kohn-Sham gap (eV) = 2.58
- ΔE to the lowest compared entry with this formula, charge and spin (kJ/mol) = 365.0

---

(2)
Entry from the OMol25 dataset: a cluster of 8 separate species, C52H128F3N7O12S in total in a non-equilibrium geometry (wB97M-V/def2-TZVPD).

Structure (XYZ):
```
203
Properties=species:S:1:pos:R:3:mulliken_charge:R:1
C -4.63 3.52 7.31 -1.332
C -4.16 3.28 5.84 -0.375
C -2.65 3.02 5.67 -0.562
C -2.07 3.49 4.33 -0.544
N -0.53 3.50 4.32 1.222
C 0.05 4.00 2.99 1.101
C 0.66 5.42 3.07 0.591
C 0.19 5.89 4.43 -0.990
C 0.07 4.58 5.24 -0.732
C 0.07 2.17 4.75 -1.779
H -3.82 4.01 7.86 0.346
H -4.79 2.58 7.85 0.339
H -5.56 4.05 7.48 0.381
H -4.40 4.25 5.40 0.352
H -4.74 2.48 5.39 0.280
H -2.41 2.00 5.99 0.343
H -2.24 3.72 6.40 0.185
H -2.33 4.52 4.09 0.298
H -2.26 2.92 3.42 0.311
H 0.89 3.37 2.69 -0.768
H -0.76 4.01 2.26 -0.643
H 1.75 5.36 3.01 0.201
H 0.23 5.88 2.19 -0.521
H 0.81 6.64 4.90 0.479
H -0.87 6.18 4.37 0.346
H 1.06 4.37 5.67 0.493
H -0.61 4.85 6.04 0.310
H -0.17 1.97 5.79 0.466
H 1.15 2.16 4.63 0.571
H -0.40 1.48 4.05 0.548
C -2.35 5.60 0.54 -1.149
O -1.16 5.24 -0.16 0.396
C -0.48 6.41 -0.62 -0.596
C 0.62 5.79 -1.45 -0.879
N 1.57 4.88 -0.67 0.368
H 1.09 4.21 -0.05 -0.146
H 1.86 4.19 -1.36 0.458
C 2.74 5.44 0.06 -0.646
C 3.55 4.33 0.73 -0.814
O 2.74 3.39 1.40 -0.304
C 3.45 2.32 1.98 -0.994
H -2.86 6.38 -0.03 0.536
H -2.22 5.83 1.60 0.282
H -3.04 4.75 0.58 0.031
H -0.03 7.03 0.16 0.308
H -1.12 6.98 -1.30 0.562
H 1.25 6.45 -2.05 0.411
H 0.24 5.05 -2.16 0.380
H 2.52 6.26 0.74 0.375
H 3.41 5.79 -0.73 0.471
H 4.23 4.76 1.47 0.436
H 4.10 3.81 -0.06 0.549
H 3.59 2.36 3.07 0.270
H 4.48 2.10 1.67 0.522
H 2.84 1.42 1.87 0.251
C -6.30 1.17 2.14 -0.542
O -6.53 2.52 1.74 -0.541
C -5.56 3.10 0.90 0.046
C -5.52 2.48 -0.51 0.093
N -6.93 2.33 -1.01 0.123
H -6.98 1.66 -1.77 0.462
H -7.39 1.77 -0.28 0.522
C -7.87 3.51 -1.27 -0.961
C -7.49 4.38 -2.49 -0.248
O -6.33 5.18 -2.35 -0.115
C -6.44 6.13 -1.31 -0.791
H -7.02 0.71 2.82 0.313
H -5.33 1.03 2.62 0.156
H -6.40 0.58 1.22 0.262
H -4.60 2.93 1.39 -0.176
H -5.79 4.16 0.88 0.357
H -4.89 1.60 -0.59 0.376
H -5.02 3.22 -1.15 -0.534
H -7.89 4.06 -0.33 0.404
H -8.84 3.05 -1.41 0.504
H -8.38 4.99 -2.68 0.543
H -7.33 3.78 -3.38 0.021
H -5.48 6.53 -0.99 0.221
H -6.76 5.73 -0.34 0.229
H -7.13 6.95 -1.53 0.329
C 4.27 -2.57 -1.18 -0.758
O 4.96 -3.82 -1.03 -0.288
C 5.16 -4.58 -2.21 0.478
C 6.67 -4.81 -2.28 -1.253
N 7.43 -3.51 -2.39 -0.155
H 6.88 -3.06 -3.12 0.417
H 7.28 -2.96 -1.54 0.394
C 8.96 -3.58 -2.70 -0.598
C 9.69 -4.33 -1.56 -0.602
O 9.35 -5.68 -1.58 -0.325
C 9.97 -6.42 -0.52 -0.752
H 3.21 -2.71 -1.41 0.329
H 4.78 -1.95 -1.92 0.366
H 4.34 -2.02 -0.24 0.187
H 4.74 -4.13 -3.11 0.555
H 4.72 -5.57 -2.12 -0.599
H 6.87 -5.42 -3.16 0.385
H 7.08 -5.47 -1.51 0.523
H 9.25 -2.54 -2.74 0.385
H 8.94 -4.17 -3.61 0.330
H 9.57 -3.86 -0.58 0.399
H 10.77 -4.15 -1.66 0.568
H 9.63 -6.02 0.44 0.327
H 11.03 -6.14 -0.54 0.344
H 9.76 -7.47 -0.71 0.251
C -3.02 5.37 -3.56 -1.267
C -4.27 4.90 -4.34 -0.215
N -4.06 4.03 -5.57 0.753
C -3.43 2.71 -5.18 -1.113
C -5.48 3.75 -6.16 -0.308
C -6.21 4.99 -6.67 -1.351
C -3.13 4.74 -6.56 -0.708
C -3.36 4.43 -8.04 -0.971
O -3.41 3.02 -8.18 -0.273
C -3.68 2.58 -9.51 -0.808
H -2.47 4.54 -3.12 0.076
H -3.27 6.12 -2.81 0.431
H -2.31 5.79 -4.28 0.504
H -4.84 5.71 -4.80 0.427
H -4.81 4.22 -3.69 -0.046
H -4.09 2.06 -4.62 0.339
H -2.56 2.99 -4.58 0.484
H -3.03 2.23 -6.07 0.296
H -6.03 3.35 -5.31 0.383
H -5.31 2.96 -6.89 0.546
H -5.54 5.61 -7.26 0.334
H -6.66 5.68 -5.95 0.274
H -7.01 4.71 -7.36 0.446
H -2.09 4.47 -6.35 0.456
H -3.23 5.81 -6.40 0.437
H -2.47 4.77 -8.58 0.535
H -4.21 4.92 -8.52 0.394
H -3.64 1.50 -9.32 0.274
H -2.89 2.78 -10.24 0.314
H -4.66 2.90 -9.86 0.338
C 0.94 -1.05 3.43 -0.935
C 1.00 -2.17 4.52 -0.577
N 2.34 -2.82 4.74 0.170
C 3.18 -1.81 5.51 -1.147
C 2.16 -3.99 5.76 -0.406
C 3.53 -4.64 6.16 -1.265
C 3.17 -3.29 3.54 -1.097
C 2.58 -4.54 2.89 -0.630
O 1.19 -4.38 2.65 -0.131
C 0.47 -5.35 1.91 -0.640
H 1.17 -1.41 2.43 0.264
H 1.69 -0.27 3.61 0.178
H -0.05 -0.61 3.43 0.542
H 0.32 -2.97 4.24 0.300
H 0.54 -1.63 5.35 0.544
H 3.42 -0.97 4.86 0.346
H 4.13 -2.20 5.87 0.471
H 2.74 -1.49 6.45 0.442
H 1.61 -4.71 5.16 0.383
H 1.68 -3.56 6.63 0.577
H 4.19 -4.92 5.34 0.278
H 3.34 -5.56 6.71 0.435
H 4.04 -4.05 6.91 0.407
H 4.19 -3.36 3.92 0.513
H 3.31 -2.39 2.95 0.601
H 2.67 -5.51 3.40 0.478
H 3.01 -4.84 1.92 0.214
H 0.34 -6.22 2.56 0.361
H 0.92 -5.60 0.94 -0.101
H -0.54 -5.00 1.69 0.340
C 0.19 -9.39 -0.74 -1.396
C 1.38 -8.72 -0.06 -0.021
N 2.61 -8.50 -0.96 0.316
C 3.74 -8.11 -0.01 -0.903
C 3.06 -9.82 -1.59 -0.508
C 3.49 -10.94 -0.62 -1.319
C 2.52 -7.44 -2.03 -1.147
C 1.98 -6.08 -1.66 -0.072
O 0.62 -6.22 -1.27 -0.253
C -0.26 -5.14 -1.51 -0.929
H 0.47 -10.28 -1.30 0.290
H -0.37 -8.69 -1.36 0.319
H -0.50 -9.72 0.03 0.452
H 1.68 -9.30 0.82 0.730
H 1.11 -7.77 0.39 -0.085
H 4.61 -7.79 -0.58 0.337
H 3.89 -8.88 0.73 0.519
H 3.34 -7.28 0.59 0.216
H 3.88 -9.63 -2.29 0.431
H 2.17 -10.10 -2.16 0.566
H 4.47 -10.86 -0.15 0.385
H 3.48 -11.87 -1.19 0.406
H 2.83 -11.02 0.24 0.350
H 1.76 -7.86 -2.69 0.442
H 3.44 -7.37 -2.61 0.548
H 2.24 -5.27 -2.36 0.639
H 2.48 -5.57 -0.82 -0.035
H -1.21 -5.41 -1.05 0.270
H -0.47 -5.05 -2.58 0.344
H 0.20 -4.29 -1.00 0.353
C -1.30 0.26 -0.89 0.256
F -1.01 0.19 -2.21 -0.210
F -2.55 -0.18 -0.77 -0.163
F -0.39 -0.51 -0.28 -0.118
S -1.32 2.08 -0.48 1.200
O -2.54 2.48 -1.17 -0.655
O -1.39 2.06 0.99 -0.600
O -0.08 2.58 -1.07 -0.803
```

Values from the calculation:
- total charge = +6
- Kohn-Sham gap (eV) = 8.98
- ΔE to the lowest compared entry with this formula, charge and spin (kJ/mol) = 0.0